No. 1
{
  "formula": "C4H9NO2",
  "method": "ωB97M-V/def2-TZVPD",
  "mol_weight_g_mol": 103.12,
  "orbital_gap_ev": 10.5625,
  "de_lowest_kcal_mol": 19.9,
  "species": ["C", "C", "O", "C", "C", "O", "N", "H", "H", "H", "H", "H", "H", "H", "H", "H"],
  "xyz": [[-2.70, -0.12, 0.05], [0.30, 0.58, -1.14], [0.35, 1.71, -0.71], [0.83, -0.65, -0.44], [2.01, -0.49, 0.52], [2.83, -1.38, 0.65], [2.03, 0.66, 1.25], [-2.46, -0.59, 1.01], [-2.44, -0.80, -0.76], [-3.78, 0.09, 0.02], [-0.20, 0.39, -2.11], [-2.15, 0.81, -0.05], [-0.02, -1.06, 0.14], [1.09, -1.41, -1.17], [2.85, 0.83, 1.81], [1.47, 1.44, 0.93]]
}

***

No. 2
{
  "formula": "C38H32AsCaN6O4S",
  "method": "ωB97M-V/def2-TZVPD",
  "mol_weight_g_mol": 783.78,
  "charge": -1,
  "orbital_gap_ev": 6.2642,
  "de_lowest_kcal_mol": 25.1,
  "species": ["Ca", "O", "C", "N", "C", "C", "C", "C", "C", "C", "N", "C", "O", "C", "C", "C", "C", "C", "N", "C", "C", "C", "C", "C", "N", "H", "H", "H", "H", "H", "H", "H", "H", "H", "H", "H", "H", "S", "C", "C", "C", "C", "C", "C", "As", "C", "C", "C", "C", "C", "C", "C", "C", "C", "C", "C", "C", "H", "H", "H", "H", "H", "H", "H", "H", "H", "H", "H", "H", "H", "H", "C", "O", "C", "O", "N", "N", "H", "H", "H", "H", "H", "H"],
  "xyz": [[-0.19, 1.37, -0.26], [-2.83, 4.13, 1.75], [-2.30, 3.29, 1.00], [-1.41, 2.32, 1.26], [-0.91, 2.09, 2.58], [-1.64, 2.39, 3.74], [-1.13, 2.12, 5.00], [0.14, 1.56, 5.13], [0.87, 1.24, 4.00], [0.37, 1.47, 2.71], [1.05, 1.02, 1.54], [2.39, 0.93, 1.52], [3.24, 1.33, 2.34], [3.01, 0.21, 0.32], [4.04, -0.70, 0.59], [4.73, -1.26, -0.46], [4.42, -0.87, -1.76], [3.38, 0.02, -1.93], [2.66, 0.53, -0.93], [-2.72, 3.39, -0.47], [-4.03, 3.76, -0.76], [-4.40, 3.96, -2.07], [-3.44, 3.82, -3.07], [-2.17, 3.45, -2.70], [-1.80, 3.22, -1.43], [-2.61, 2.84, 3.63], [-1.71, 2.36, 5.88], [0.56, 1.36, 6.12], [1.85, 0.81, 4.10], [4.29, -0.91, 1.62], [5.52, -1.98, -0.28], [4.96, -1.26, -2.62], [3.10, 0.34, -2.94], [-4.72, 3.89, 0.07], [-5.42, 4.22, -2.32], [-3.68, 3.99, -4.11], [-1.40, 3.34, -3.45], [-2.43, 0.10, -1.65], [-2.61, -1.65, -1.75], [-3.79, -2.21, -2.27], [-3.95, -3.58, -2.40], [-2.93, -4.45, -2.02], [-1.77, -3.92, -1.49], [-1.60, -2.54, -1.34], [-0.01, -1.72, -0.57], [-0.59, -1.71, 1.32], [-1.92, -1.49, 1.63], [-2.33, -1.37, 2.96], [-1.40, -1.48, 3.98], [-0.05, -1.69, 3.67], [0.35, -1.79, 2.35], [1.13, -3.33, -0.55], [2.03, -3.46, -1.60], [2.85, -4.57, -1.72], [2.79, -5.58, -0.77], [1.89, -5.47, 0.29], [1.07, -4.36, 0.39], [-4.59, -1.53, -2.56], [-4.88, -3.97, -2.80], [-3.05, -5.52, -2.14], [-0.98, -4.59, -1.19], [-2.65, -1.39, 0.84], [-3.37, -1.18, 3.19], [-1.71, -1.37, 5.01], [0.68, -1.75, 4.47], [1.40, -1.92, 2.12], [2.08, -2.67, -2.35], [3.55, -4.64, -2.55], [3.44, -6.44, -0.85], [1.83, -6.26, 1.03], [0.36, -4.29, 1.21], [2.66, 5.13, -1.28], [2.26, 4.24, -2.34], [1.48, 3.24, -1.94], [1.11, 3.09, -0.79], [1.13, 2.45, -3.00], [0.38, 1.30, -2.75], [3.28, 5.88, -1.75], [3.21, 4.60, -0.52], [1.79, 5.59, -0.82], [1.51, 2.66, -3.90], [0.86, 0.46, -3.01], [-0.56, 1.33, -3.12]]
}

***

No. 3
{
  "formula": "C14H42O14",
  "method": "ωB97M-V/def2-TZVPD",
  "multiplicity": 2,
  "mol_weight_g_mol": 434.48,
  "charge": 1,
  "orbital_gap_ev": [8.6454, 2.3274],
  "de_lowest_kcal_mol": 45.8,
  "species": ["C", "C", "O", "O", "H", "H", "H", "H", "H", "H", "C", "C", "O", "O", "H", "H", "H", "H", "H", "H", "C", "C", "O", "O", "H", "H", "H", "H", "H", "H", "C", "C", "O", "O", "H", "H", "H", "H", "H", "H", "C", "C", "O", "O", "H", "H", "H", "H", "H", "H", "C", "C", "O", "O", "H", "H", "H", "H", "H", "H", "C", "C", "O", "O", "H", "H", "H", "H", "H", "H"],
  "xyz": [[7.21, 2.72, 15.29], [7.54, 2.66, 16.84], [6.27, 2.45, 17.52], [8.29, 2.97, 14.46], [6.47, 3.50, 15.18], [6.67, 1.84, 14.93], [8.15, 3.43, 17.32], [8.03, 1.77, 17.24], [6.38, 2.55, 18.47], [7.90, 3.30, 13.65], [7.31, 2.43, 8.64], [8.43, 2.57, 9.67], [7.98, 2.74, 11.05], [6.84, 3.69, 8.31], [6.42, 1.91, 8.99], [7.66, 1.82, 7.80], [9.08, 3.36, 9.31], [9.11, 1.72, 9.78], [7.21, 3.31, 11.13], [6.12, 3.65, 7.68], [10.44, 0.34, 18.49], [10.70, -0.80, 19.52], [10.42, -2.01, 18.83], [11.41, 0.26, 17.40], [10.64, 1.28, 19.01], [9.52, 0.09, 17.96], [10.06, -0.59, 20.37], [11.75, -0.70, 19.79], [9.81, -2.50, 19.39], [11.30, -0.60, 17.00], [2.62, 2.86, 17.91], [2.74, 1.31, 18.20], [1.77, 0.75, 19.13], [1.48, 3.18, 17.06], [3.54, 3.31, 17.55], [2.55, 3.36, 18.87], [3.67, 1.04, 18.69], [2.72, 0.78, 17.24], [0.90, 0.76, 18.72], [1.74, 3.97, 16.57], [7.33, 3.95, 20.54], [7.99, 5.22, 19.99], [9.30, 5.46, 20.58], [6.11, 3.65, 19.93], [7.17, 3.97, 21.61], [7.93, 3.06, 20.35], [7.34, 6.07, 20.20], [7.93, 5.25, 18.90], [9.30, 5.95, 21.41], [5.49, 4.20, 20.43], [6.19, -0.85, 16.34], [5.75, -2.41, 16.39], [4.46, -2.55, 16.11], [5.19, 0.12, 16.70], [6.40, -0.63, 15.29], [7.13, -0.55, 16.80], [5.87, -2.73, 17.42], [6.44, -2.98, 15.77], [4.07, -1.78, 16.55], [5.62, 0.95, 16.92], [8.73, 7.60, 10.87], [8.85, 6.10, 10.55], [8.81, 5.18, 11.61], [7.46, 8.16, 10.93], [9.33, 8.19, 10.17], [9.28, 7.91, 11.76], [9.67, 5.86, 9.86], [8.00, 5.99, 9.88], [8.70, 4.28, 11.29], [7.47, 9.04, 11.30]]
}